Entry 1:
The following is a DFT calculation (ωB97M-V/def2-TZVPD) of a single C25H30N2O molecule.

- HOMO energy (Ha) = -0.2766
- LUMO level (eV) = 0.8
- charge = 0
- structure (SMILES) = COc1ccc([C@@H](CCNCc2ccc(N(C)C)cc2)c2ccccc2)cc1
- energy above the lowest of the compared OMol25 structures with the same formula, charge and spin (kJ/mol) = 34.8
- orbital gap (eV) = 8.3

Last column: Mulliken charge in e.
Positions of all 58 atoms, in Å:
C  -4.6247  -4.9643  -0.7133  -0.82
O  -4.6360  -4.1136  0.4050  -0.47
C  -4.0261  -2.8960  0.3017  0.81
C  -3.3802  -2.4180  -0.8300  -0.75
C  -2.7958  -1.1606  -0.8180  0.12
C  -2.8318  -0.3537  0.3085  -0.44
C  -2.2480  1.0370  0.3634  0.04
C  -1.0012  1.2341  -0.5126  -1.12
C  0.1487  0.3470  -0.0409  -0.78
N  0.5179  0.6988  1.3176  -0.11
C  1.4900  -0.2018  1.9238  -1.62
C  2.8353  -0.1891  1.2435  0.59
C  3.7377  0.8399  1.4801  -0.97
C  4.9502  0.9025  0.8254  -0.29
C  5.3159  -0.0687  -0.1166  1.26
N  6.5095  0.0139  -0.8046  0.04
C  6.9350  -1.0991  -1.6182  -1.12
C  7.5354  0.9095  -0.3250  -1.10
C  4.4011  -1.1029  -0.3527  -0.31
C  3.1915  -1.1529  0.3109  -0.84
C  -3.2917  2.0689  -0.0021  0.03
C  -3.3931  3.2430  0.7334  -0.27
C  -4.3198  4.2133  0.3961  -0.67
C  -5.1617  4.0221  -0.6857  -0.39
C  -5.0687  2.8557  -1.4254  -0.77
C  -4.1403  1.8878  -1.0866  -0.29
C  -3.4822  -0.8465  1.4372  -0.37
C  -4.0700  -2.0918  1.4407  -0.84
H  -3.6041  -5.2365  -1.0031  0.32
H  -5.1617  -5.8612  -0.4081  0.24
H  -5.1362  -4.5119  -1.5697  0.32
H  -3.3225  -3.0099  -1.7306  0.39
H  -2.2997  -0.8253  -1.7166  0.39
H  -1.9291  1.2193  1.3947  0.80
H  -0.6975  2.2821  -0.4451  0.45
H  -1.2252  1.0276  -1.5593  0.34
H  -0.1784  -0.6969  -0.0297  0.49
H  0.9925  0.4312  -0.7483  0.33
H  0.8880  1.6461  1.3292  0.31
H  1.5970  0.1021  2.9699  0.50
H  1.0612  -1.2078  1.8988  0.39
H  3.4912  1.6073  2.2022  0.38
H  5.6133  1.7201  1.0557  0.31
H  6.2010  -1.2931  -2.4022  0.32
H  7.8774  -0.8507  -2.1019  0.35
H  7.0766  -2.0176  -1.0340  0.37
H  7.8047  0.7122  0.7200  0.36
H  7.2039  1.9467  -0.4100  0.31
H  8.4281  0.7959  -0.9359  0.34
H  4.6270  -1.8857  -1.0580  0.31
H  2.5128  -1.9693  0.1046  0.31
H  -2.7391  3.3974  1.5803  0.38
H  -4.3868  5.1199  0.9802  0.38
H  -5.8879  4.7770  -0.9496  0.38
H  -5.7240  2.6987  -2.2703  0.39
H  -4.0815  0.9775  -1.6645  0.38
H  -3.5260  -0.2385  2.3292  0.45
H  -4.5719  -2.4711  2.3169  0.43


Entry 2:
The following is a DFT calculation (ωB97M-V/def2-TZVPD) of a molecular structure, C4H9NOS at a distorted geometry.

- HOMO energy (alpha / beta) (Ha) = -0.3065 / -0.3065
- LUMO level (alpha / beta) (eV) = 0.5 / 0.5
- charge = 0
- energy above the lowest of the compared OMol25 structures with the same formula, charge and spin (kJ/mol) = 501.0
- orbital gap (alpha / beta) (eV) = 8.8 / 8.8

Last column: Mulliken charge in e.
Positions of all 16 atoms, in Å:
C  -1.4075  -0.6608  -2.2290  -0.37
C  0.0257  -0.7237  -2.1027  -0.33
C  0.5834  0.2372  2.2227  -0.88
C  1.0209  1.0374  1.0743  -0.65
N  -0.7463  -0.4266  -0.9230  -0.28
O  -0.1720  1.9719  -1.5672  -0.56
S  -0.7912  1.2629  -0.4444  0.44
H  -1.7949  0.2409  -2.8293  0.26
H  -2.1767  -1.5240  -2.0726  0.23
H  0.4643  -1.7209  -2.1030  0.26
H  0.5064  0.2844  -2.5312  0.24
H  0.0287  -0.6112  2.1192  0.41
H  1.5018  0.0828  2.8147  0.31
H  0.0012  0.9436  2.9675  0.22
H  1.5599  0.5795  0.3507  0.40
H  1.4664  2.0573  1.4673  0.30